2 unconnected molecules or ions with the total composition C4H14N2 at a distorted geometry. Source: OMol25; level of theory: the ωB97M-V functional and the def2-TZVPD basis.

Structure (XYZ):
```
20
C4H14N2 the ωB97M-V functional and the def2-TZVPD basis
C -3.9260 -4.7933 2.6613
C -4.8392 -3.8207 1.9465
N -4.2594 -3.4381 0.6498
H -3.8352 -5.7096 2.0907
H -4.3113 -4.9502 3.6728
H -2.9874 -4.3014 2.8577
H -5.0598 -2.9846 2.6192
H -5.7870 -4.3250 1.7470
H -4.7653 -2.6165 0.3368
H -3.3297 -3.0530 0.8131
C 4.0134 3.9448 -3.1163
N 4.7114 3.4103 -1.9875
C 4.6460 4.2733 -0.8309
H 2.9430 4.1308 -2.9051
H 4.1410 3.3177 -3.9857
H 4.3701 4.9534 -3.3357
H 4.4089 2.4801 -1.7406
H 3.6071 4.4575 -0.5111
H 5.1360 3.8336 0.0399
H 5.1234 5.1910 -1.0217
```

Output
SMILES   CCN.CNC
HOMO-LUMO gap   9.9 eV
Relative energy (zero: lowest compared OMol25 entry of this formula, charge and spin)   61.1 kJ/mol
Strongest force on any atom   1.73 eV/A
Highest occupied orbital energy   -8.7 eV
Molecular weight   90.2 g/mol



C4H6F2 in the gas phase at a distorted geometry. Source: OMol25; level of theory: the ωB97M-V functional and the def2-TZVPD basis.

Structure (XYZ):
```
12
C4H6F2 the ωB97M-V functional and the def2-TZVPD basis
C 1.1651 1.6275 0.0673
C -0.0264 0.4599 -0.0056
C 0.4193 -0.9340 0.3938
C -1.2011 0.5780 -0.1764
H 1.0017 1.6367 1.3594
H 2.2721 1.2928 -0.0700
H 0.9014 2.5476 -0.7027
H -0.2143 -1.7175 0.0969
H 0.8142 -0.8254 1.4816
H -1.9334 1.4556 -0.5829
F 1.5331 -1.2089 -0.3810
F -2.0867 -0.4332 0.0191
```

Output
SMILES   C/C(=C/F)CF
HOMO-LUMO gap   11.1 eV
Relative energy (zero: lowest compared OMol25 entry of this formula, charge and spin)   323.4 kJ/mol
Strongest force on any atom   14.17 eV/A
Highest occupied orbital energy   -10.2 eV
Molecular weight   92.1 g/mol



11 unconnected molecules or ions with the total composition C2H26O12 at a distorted geometry. Source: OMol25; level of theory: the ωB97M-V functional and the def2-TZVPD basis.

Structure (XYZ):
```
40
C2H26O12 the ωB97M-V functional and the def2-TZVPD basis
O 2.5788 -1.1541 -0.3630
H 2.7952 -1.9444 -0.8368
H 1.8391 -1.4255 0.1680
O 1.5031 -0.3467 -2.7472
H 1.9420 -0.5668 -1.8967
H 0.7513 0.2026 -2.5744
O -1.8839 -2.4147 1.4963
H -2.2084 -3.2302 1.8163
H -2.3749 -1.6010 1.7712
O -0.7807 -0.2992 -0.8731
H -0.2130 -0.7286 -0.2554
H -1.4115 -0.9726 -1.2027
O -1.3862 2.2390 -0.1997
H -0.5447 2.6998 -0.3031
H -1.2757 1.2990 -0.3987
O -0.3741 1.3134 2.2343
H -0.6953 1.6667 1.4017
H -1.1680 1.3232 2.7552
O 0.7183 -3.7765 -0.3600
H 0.5507 -3.3354 -1.2017
H -0.1644 -3.9690 -0.0249
O -2.7389 -2.0603 -0.9413
H -2.3860 -2.4240 -0.1025
H -3.1680 -2.7802 -1.4526
O -3.8245 0.5587 -0.3563
H -3.5904 -0.3471 -0.5057
H -4.7729 0.5521 -0.4863
O 0.5917 -1.1955 1.5472
H -0.1107 -1.8186 1.4639
H 0.2558 -0.4418 1.9985
C 2.1344 2.9002 -0.6792
C 2.1692 2.0167 0.6097
O 3.4686 1.6617 0.9931
O 0.9068 3.3905 -0.8968
H 2.2905 2.2474 -1.5596
H 2.8438 3.7378 -0.6768
H 1.5222 1.1813 0.3451
H 1.7576 2.5946 1.4306
H 3.3816 0.8884 1.5761
H 1.0715 4.3594 -0.7129
```

Output
SMILES   OCCO.O.O.O.O.O.O.O.O.O.O
HOMO-LUMO gap   8.9 eV
Relative energy (zero: lowest compared OMol25 entry of this formula, charge and spin)   90.2 kJ/mol
Strongest force on any atom   4.96 eV/A
Highest occupied orbital energy   -9.6 eV
Molecular weight   242.2 g/mol



2 unconnected molecules or ions with the total composition C4H7NO at a distorted geometry. Source: OMol25; level of theory: the ωB97M-V functional and the def2-TZVPD basis.

Structure (XYZ):
```
13
C4H7NO the ωB97M-V functional and the def2-TZVPD basis
C -1.2935 0.7625 1.0444
C -0.0570 0.8230 0.1432
C 0.9513 -0.2822 0.2493
N 1.7115 -0.5402 -0.7342
C -0.3973 -1.5358 -2.0404
O 0.2215 -2.1559 -2.7638
H -2.1067 0.1740 0.6023
H -1.0559 0.3314 2.0269
H -1.6748 1.7780 1.2101
H -0.3183 0.9682 -0.9105
H 1.0435 -0.7570 1.2394
H 0.5657 1.6801 0.4344
H 2.4100 -1.2459 -0.5010
```

Output
HOMO-LUMO gap   11.1 eV
Relative energy (zero: lowest compared OMol25 entry of this formula, charge and spin)   150.7 kJ/mol
Strongest force on any atom   1.48 eV/A
Highest occupied orbital energy   -10.1 eV
Molecular weight   85.1 g/mol



A molecular structure, C24H27GeN3O5Ti. Source: OMol25; level of theory: the ωB97M-V functional and the def2-TZVPD basis.

Structure (XYZ):
```
61
C24H27GeN3O5Ti the ωB97M-V functional and the def2-TZVPD basis
Ti 0.3609 -2.1557 0.3755
C -2.7967 -1.6089 2.4635
C -1.6685 -0.6529 2.3683
N -0.5405 -0.8118 1.6730
C 0.2123 0.3552 1.8575
C -0.4668 1.2011 2.6761
N -1.6337 0.5467 2.9720
C -0.2818 2.5676 3.2944
O 0.8404 3.2145 3.0455
O -1.1733 2.9796 3.9709
C 1.5486 0.4395 1.2690
O 2.3299 1.3323 1.3806
O 1.8498 -0.7123 0.5783
H -2.5657 -2.5311 1.9341
H -3.6986 -1.1788 2.0240
H -3.0268 -1.8438 3.5036
H -2.3381 0.9633 3.5782
H 1.4635 2.7155 2.4881
O -0.5928 -1.7823 -1.1488
C -1.1801 -1.0849 -2.1022
C -1.1153 0.4011 -2.0660
C -2.5053 1.0565 -1.9007
C -3.3277 1.0980 -3.1857
C -3.7046 -0.2636 -3.7598
C -2.5171 -1.1194 -4.1822
N -1.7986 -1.7303 -3.0311
H -0.6612 0.7437 -3.0018
H -0.4490 0.6883 -1.2536
H -2.3328 2.0771 -1.5594
H -3.0601 0.5465 -1.1060
H -2.7770 1.6678 -3.9403
H -4.2398 1.6614 -2.9896
H -4.3129 -0.1134 -4.6523
H -4.3246 -0.8298 -3.0585
H -1.7941 -0.5396 -4.7596
H -2.8389 -1.9565 -4.7960
H -1.8002 -2.7425 -2.9750
Ge 3.6198 -1.6117 0.9061
C 2.4395 -3.1895 1.1628
C 1.6334 -3.1276 2.3117
C 0.4091 -3.7999 2.3864
C -0.0588 -4.5206 1.2774
C 0.7471 -4.6134 0.1315
C 1.9928 -3.9706 0.0845
C 4.6995 -1.5096 -0.6337
C 5.1459 -2.6634 -1.2838
C 6.0108 -2.5485 -2.3596
C 6.4224 -1.2906 -2.7848
C 5.9812 -0.1410 -2.1380
C 5.1239 -0.2445 -1.0566
H 3.9047 -0.9715 2.2549
H 1.9333 -2.5103 3.1522
H -0.1903 -3.7309 3.2858
H -1.0217 -5.0152 1.3095
H 0.3972 -5.1748 -0.7266
H 2.5666 -4.0059 -0.8373
H 4.8645 -3.6549 -0.9410
H 6.3735 -3.4385 -2.8552
H 7.1038 -1.2092 -3.6212
H 6.3192 0.8327 -2.4645
H 4.8022 0.6550 -0.5428
```

Output
Multiplicity   2
HOMO-LUMO gap (spin up / spin down)   6.6 / 6.7 eV
Relative energy (zero: lowest compared OMol25 entry of this formula, charge and spin)   0.0 kJ/mol
Charge   +3
Strongest force on any atom   0.37 eV/A
Highest occupied orbital energy (spin up / spin down)   -17.1 / -17.1 eV
Molecular weight   558.0 g/mol



2 unconnected molecules or ions with the total composition C5H11O3 at a distorted geometry. Source: OMol25; level of theory: the ωB97M-V functional and the def2-TZVPD basis.

Structure (XYZ):
```
19
C5H11O3 the ωB97M-V functional and the def2-TZVPD basis
C -1.4480 -1.6384 -0.7940
O -1.1384 -2.4943 0.2017
C -0.3189 -0.6520 -1.0501
C -0.9076 0.8243 -0.2374
C 0.2499 1.5607 0.2160
C 0.6777 1.5618 1.5701
O 1.7291 1.9515 1.9540
H -1.4007 -2.3481 -1.6463
H -2.5357 -1.1822 -0.6882
H 0.0325 -0.6840 -1.9919
H 0.5081 -0.9952 -0.4881
H -1.5106 1.3912 -1.0227
H -1.5088 0.2535 0.4912
H 0.8106 2.0333 -0.5798
H -1.2027 -2.0770 1.0300
H 0.1222 1.1018 2.4294
H 2.8791 1.1441 0.4558
H 1.9913 0.0158 0.0832
O 2.9708 0.2332 0.0672
```

Output
HOMO-LUMO gap   5.9 eV
Relative energy (zero: lowest compared OMol25 entry of this formula, charge and spin)   405.0 kJ/mol
Charge   -1
Strongest force on any atom   6.66 eV/A
Highest occupied orbital energy   -2.2 eV
Molecular weight   119.1 g/mol



C4H5N3O in the gas phase at a distorted geometry. Source: OMol25; level of theory: the ωB97M-V functional and the def2-TZVPD basis.

Structure (XYZ):
```
13
C4H5N3O the ωB97M-V functional and the def2-TZVPD basis
C -0.2855 0.7830 -0.2561
C 0.6233 -1.1173 1.4481
C 0.6056 -1.4024 0.1606
C 0.1315 -0.5154 -0.9099
H -1.5180 1.2607 -1.6028
H -0.0384 0.2784 2.8398
H 0.9637 -1.8596 2.1793
H 0.8165 -2.3855 -0.1489
H -0.2659 -0.0314 -2.6926
N -0.3067 1.0336 1.0114
N 0.1731 0.1053 1.8896
N 0.1106 -0.8179 -2.1436
O -0.7808 1.7504 -1.0666
```

Output
SMILES   [H]/N=c1/cc[nH]nc1O
HOMO-LUMO gap   9.2 eV
Relative energy (zero: lowest compared OMol25 entry of this formula, charge and spin)   235.8 kJ/mol
Strongest force on any atom   2.81 eV/A
Highest occupied orbital energy   -8.5 eV
Molecular weight   111.1 g/mol



A molecular structure, C42H40AsIrN6OPS. Source: OMol25; level of theory: the ωB97M-V functional and the def2-TZVPD basis.

Structure (XYZ):
```
93
C42H40AsIrN6OPS the ωB97M-V functional and the def2-TZVPD basis
Ir 0.3824 -0.6125 0.5802
C -0.3411 -6.0036 1.1725
N -0.4852 -4.6408 0.6293
C -1.3954 -4.2643 -0.3163
C -1.2147 -2.9330 -0.5347
N -0.1944 -2.5036 0.2804
C 0.2337 -3.5612 0.9803
P 1.6149 -3.5323 2.1630
C 1.0242 -2.1240 3.1470
N 0.5883 -0.9590 2.6559
C 0.4060 -0.1216 3.7239
C 0.7239 -0.7971 4.8657
N 1.1089 -2.0495 4.4894
C 1.5415 -3.1118 5.4125
C 2.6670 -2.5138 1.0777
N 2.2432 -1.4126 0.4518
C 3.3300 -0.8402 -0.1630
C 4.4170 -1.6229 0.0932
N 3.9878 -2.6629 0.8684
C 4.8479 -3.7291 1.4108
H -1.1510 -6.6108 0.7800
H -0.4130 -5.9783 2.2565
H 0.6104 -6.4299 0.8642
H -2.1004 -4.9593 -0.7406
H -1.7596 -2.2738 -1.1862
H 0.1069 0.9074 3.6351
H 0.7088 -0.4854 5.8966
H 1.4003 -2.7542 6.4276
H 2.5945 -3.3361 5.2597
H 0.9361 -4.0022 5.2653
H 3.2695 0.0981 -0.6901
H 5.4509 -1.5083 -0.1873
H 5.8315 -3.6328 0.9614
H 4.4347 -4.7026 1.1606
H 4.9393 -3.6215 2.4889
C 1.2009 -3.0513 -5.3318
C -0.0367 -2.3893 -5.2617
C -0.3618 -1.5080 -4.1690
C 0.5490 -1.2711 -3.1732
C 1.7685 -1.9795 -3.2330
C 2.1017 -2.8423 -4.3272
As 0.1705 0.0570 -1.7798
C -1.5648 0.6911 -2.2944
C -2.7161 0.2709 -1.6345
C -3.9625 0.6463 -2.1182
C -4.0564 1.4415 -3.2521
C -2.9069 1.8741 -3.9029
C -1.6572 1.4975 -3.4306
C 1.3575 1.5187 -2.1782
C 1.0219 2.7551 -1.6282
C 1.8357 3.8540 -1.8628
C 2.9787 3.7227 -2.6410
C 3.3096 2.4921 -3.1927
C 2.5016 1.3873 -2.9607
H 1.4270 -3.6964 -6.1705
H -0.7605 -2.5115 -6.0600
H -1.3292 -1.0197 -4.1775
H 2.4822 -1.8979 -2.4191
H 3.0705 -3.3253 -4.3386
H -2.6588 -0.3215 -0.7299
H -4.8591 0.3236 -1.6062
H -5.0287 1.7309 -3.6294
H -2.9830 2.5035 -4.7797
H -0.7655 1.8417 -3.9419
H 0.1168 2.8659 -1.0416
H 1.5689 4.8186 -1.4512
H 3.6049 4.5840 -2.8317
H 4.1873 2.3971 -3.8178
H 2.7666 0.4460 -3.4291
O -0.7493 1.0200 0.8297
S -1.7465 1.5493 1.9622
C -0.8784 2.9613 2.6020
C -1.4790 3.5835 3.6914
C -0.8616 4.6989 4.2348
C 0.3332 5.1647 3.6982
C 0.9202 4.5210 2.6170
C 0.3156 3.4049 2.0526
C -3.0877 2.2657 1.1048
C -2.9395 3.3859 0.2872
C -4.0746 3.9387 -0.2786
C -5.3309 3.3947 -0.0006
C -5.4646 2.2887 0.8243
C -4.3317 1.7042 1.3826
H -2.4134 3.2202 4.1041
H -1.3135 5.2034 5.0779
H 0.8094 6.0353 4.1287
H 1.8507 4.8912 2.2082
H 0.7631 2.9067 1.2031
H -1.9655 3.8319 0.1284
H -3.9947 4.8140 -0.9091
H -6.2150 3.8567 -0.4207
H -6.4451 1.8905 1.0484
H -4.4185 0.8476 2.0402
```

Output
Multiplicity   2
HOMO-LUMO gap (spin up / spin down)   7.2 / 3.7 eV
Relative energy (zero: lowest compared OMol25 entry of this formula, charge and spin)   8.2 kJ/mol
Charge   +4
Strongest force on any atom   0.47 eV/A
Highest occupied orbital energy (spin up / spin down)   -18.2 / -18.2 eV
Molecular weight   975.0 g/mol



CH4N4 in the gas phase at a distorted geometry. Source: OMol25; level of theory: the ωB97M-V functional and the def2-TZVPD basis.

Structure (XYZ):
```
9
CH4N4 the ωB97M-V functional and the def2-TZVPD basis
C 0.4313 -0.8906 0.1414
N -0.9301 -1.5185 0.0018
N -1.7165 -0.7433 -0.5028
N 0.0115 0.6943 -0.1535
N -1.2654 0.4690 -0.6702
H 1.1349 -1.1257 1.0713
H 0.9423 -1.2128 -0.7523
H -0.0074 1.2269 0.7189
H -1.6320 1.0255 -1.4508
```

Output
SMILES   C1N=NNN1
HOMO-LUMO gap   9.9 eV
Relative energy (zero: lowest compared OMol25 entry of this formula, charge and spin)   412.7 kJ/mol
Strongest force on any atom   3.51 eV/A
Highest occupied orbital energy   -8.8 eV
Molecular weight   72.1 g/mol



A gas-phase ion, BrClNO (charge -1) at a distorted geometry. Source: OMol25; level of theory: the ωB97M-V functional and the def2-TZVPD basis.

Structure (XYZ):
```
4
BrClNO the ωB97M-V functional and the def2-TZVPD basis
N -0.0850 -0.0539 -0.5516
O -0.7118 -1.3138 0.3718
Cl -0.9368 1.4715 0.1915
Br 1.7337 -0.1039 -0.0117
```

Output
SMILES   [O-]N(Cl)Br
HOMO-LUMO gap (spin up / spin down)   7.6 / 7.6 eV
Relative energy (zero: lowest compared OMol25 entry of this formula, charge and spin)   337.5 kJ/mol
Charge   -1
Strongest force on any atom   5.51 eV/A
Highest occupied orbital energy (spin up / spin down)   -3.8 / -3.8 eV
Molecular weight   145.4 g/mol



C4H9NO2 in the gas phase. Source: OMol25; level of theory: the ωB97M-V functional and the def2-TZVPD basis.

Structure (XYZ):
```
16
C4H9NO2 the ωB97M-V functional and the def2-TZVPD basis
C 0.4237 -1.8654 1.0458
C -0.1669 -0.8361 0.0938
O -1.4493 -0.3776 0.5288
C 0.7109 0.4103 -0.0228
C 0.6058 1.1305 -1.3591
O 1.5805 1.5780 -1.9381
N -0.6587 1.2164 -1.8588
H 0.5982 -1.4324 2.0361
H 1.3777 -2.2312 0.6508
H -0.2426 -2.7300 1.1550
H -0.2720 -1.2975 -0.9003
H -2.0152 -1.1496 0.6596
H 0.4133 1.0990 0.7786
H 1.7666 0.1695 0.1196
H -0.7927 1.7369 -2.7118
H -1.4531 0.9422 -1.2979
```

Output
SMILES   C[C@@H](O)CC(N)=O
HOMO-LUMO gap   10.3 eV
Relative energy (zero: lowest compared OMol25 entry of this formula, charge and spin)   36.5 kJ/mol
Strongest force on any atom   0.36 eV/A
Highest occupied orbital energy   -9.6 eV
Molecular weight   103.1 g/mol



A molecular structure, C2H3BrI2 at a distorted geometry. Source: OMol25; level of theory: the ωB97M-V functional and the def2-TZVPD basis.

Structure (XYZ):
```
8
C2H3BrI2 the ωB97M-V functional and the def2-TZVPD basis
C -1.2335 1.3490 -0.2125
C -1.6286 0.1582 0.1512
Br -1.6042 -0.3417 2.0212
I -2.3817 -1.2793 -1.1637
I 3.9934 -2.3405 0.0491
H 5.0737 -1.2952 -0.1975
H -1.2013 1.7225 -1.3097
H -1.0177 2.0270 0.6618
```

Output
HOMO-LUMO gap   9.6 eV
Relative energy (zero: lowest compared OMol25 entry of this formula, charge and spin)   78.3 kJ/mol
Strongest force on any atom   2.33 eV/A
Highest occupied orbital energy   -9.5 eV
Molecular weight   360.8 g/mol